Entry 1:
Formula: C33H41MnNO2PS3Sb
Source: OMol25
Level of theory: ωB97M-V with the def2-TZVPD basis set

Element x y z (Å)
Mn: -2.038621 -1.140058 0.131505
C: -1.437050 -3.504286 -1.531079
N: -2.405732 -2.396444 -1.630434
C: -2.291049 -1.758624 -2.953939
C: -3.777302 -2.901071 -1.427813
C: -4.068875 -3.111933 0.034097
C: -5.091955 -3.957855 0.447275
C: -5.386595 -4.087644 1.795060
C: -4.659204 -3.378111 2.740322
C: -3.627030 -2.541044 2.341005
C: -3.338049 -2.404815 0.989490
H: -1.599044 -4.224118 -2.339580
H: -1.544301 -4.003342 -0.570656
H: -0.425307 -3.108913 -1.602234
H: -2.557681 -2.470868 -3.742625
H: -1.264333 -1.428508 -3.105947
H: -2.937602 -0.884978 -3.000020
H: -3.922169 -3.824899 -1.998372
H: -4.462276 -2.156684 -1.837588
H: -5.661531 -4.516243 -0.289768
H: -6.184137 -4.748485 2.111836
H: -4.891363 -3.485423 3.793251
H: -3.047998 -2.003134 3.079072
C: -1.745758 3.216032 1.625369
C: -2.983169 3.940127 1.125137
C: -2.745078 5.417915 0.880153
O: -3.587357 3.347584 -0.057278
P: -2.917746 2.757589 -1.363106
S: -4.166583 2.629289 -2.822975
S: -2.082491 0.936371 -0.859764
O: -1.691425 3.757408 -1.550107
C: -0.551071 3.682422 -2.442536
C: -0.764257 2.809346 -3.666275
C: 0.657854 3.254138 -1.629090
H: -1.430962 3.686988 2.559334
H: -0.921206 3.285127 0.914520
H: -1.945621 2.163541 1.818566
H: -3.775215 3.824045 1.863644
H: -1.935639 5.566848 0.164635
H: -2.475347 5.903591 1.820892
H: -3.649550 5.888364 0.491362
H: -0.424591 4.714668 -2.766028
H: -0.896350 1.763449 -3.385039
H: 0.122123 2.886850 -4.299558
H: -1.634648 3.131094 -4.234144
H: 0.517436 2.236505 -1.257196
H: 0.804756 3.923471 -0.780194
H: 1.550099 3.280148 -2.261220
S: -0.436212 -1.674074 1.651693
Sb: 1.710537 -0.735610 0.476563
C: 3.066259 -0.491564 -1.241309
C: 3.321894 0.709626 -1.892673
C: 4.120832 0.746218 -3.029044
C: 4.657857 -0.426445 -3.543306
C: 4.388530 -1.635855 -2.912930
C: 3.596609 -1.664475 -1.773366
C: 2.965642 -2.165853 1.433021
C: 2.492282 -3.396962 1.873484
C: 3.356447 -4.302813 2.480595
C: 4.694009 -3.979404 2.654984
C: 5.171651 -2.747191 2.221483
C: 4.311634 -1.846881 1.611161
C: 2.139985 0.895714 1.770518
C: 1.945938 0.663418 3.131563
C: 2.180514 1.670297 4.057099
C: 2.605233 2.922828 3.630161
C: 2.791545 3.162626 2.277020
C: 2.558085 2.153611 1.349953
H: 2.900360 1.637249 -1.533248
H: 4.318980 1.695302 -3.512937
H: 5.278840 -0.399308 -4.429955
H: 4.797463 -2.558704 -3.305295
H: 3.411357 -2.618274 -1.286423
H: 1.443408 -3.644067 1.757462
H: 2.978850 -5.259709 2.820293
H: 5.365476 -4.683662 3.131227
H: 6.214142 -2.487483 2.360346
H: 4.695822 -0.889080 1.272817
H: 1.603506 -0.307547 3.474490
H: 2.029888 1.476651 5.111964
H: 2.787284 3.709789 4.351734
H: 3.119152 4.137216 1.935507
H: 2.707199 2.368981 0.303391

Atoms 1-6, force components in eV/Å:
Mn 0.0 0.0 0.3
C -0.1 0.0 0.0
N 0.0 -0.1 -0.1
C 0.0 0.0 0.1
C 0.0 0.0 0.0
C 0.1 0.0 0.0

Output
net charge	0
Kohn-Sham gap (alpha / beta)	5.34 / 6.72	eV
spin multiplicity	6
electronic energy	-4414.499502	hartree


Entry 2:
Formula: C21H43F5NbO5S4
Source: OMol25
Level of theory: ωB97M-V with the def2-TZVPD basis set

Element x y z (Å)
C: -1.080410 0.434422 3.103602
C: -0.752275 -0.152709 1.695617
C: -0.864027 0.581461 0.439044
C: -0.561833 -0.044330 -0.859361
C: -0.101438 -1.445585 -0.951322
C: 0.249912 -2.051344 -2.341778
C: -0.105566 -3.575221 -2.503146
C: 1.762610 -1.860225 -2.776749
C: 0.006994 -2.153859 0.336021
O: 0.462384 -3.488943 0.395674
C: 1.933102 -3.394085 0.368070
Nb: 2.897208 -3.957226 2.379401
C: 4.942081 -3.524766 1.381126
F: 5.941718 -3.971525 2.285959
F: 5.066342 -4.274795 0.199689
C: 5.288214 -2.014722 1.098335
F: 6.671115 -1.927732 0.855864
F: 5.070263 -1.189552 2.169041
F: 4.695344 -1.506754 -0.028207
C: -0.305799 -1.540479 1.623567
H: -2.125512 0.098162 3.359308
H: -0.959828 1.542536 3.109288
H: -0.412591 -0.061140 3.865630
H: -1.175823 1.652402 0.449955
H: -0.670799 0.520435 -1.815541
H: -0.359144 -1.498744 -3.111922
H: -0.137156 -3.882090 -3.581472
H: -1.053317 -3.877859 -1.972199
H: 0.728527 -4.179781 -2.040414
H: 2.459386 -2.501123 -2.182464
H: 2.031879 -0.777719 -2.787183
H: 1.828108 -2.238985 -3.841962
H: 2.216447 -2.307262 0.210431
H: 2.395420 -3.957074 -0.487721
H: 2.879651 -5.702645 1.774462
H: 3.673326 -4.570369 3.936466
H: 2.811194 -2.243811 2.995864
H: 1.276368 -4.236433 3.142137
H: -0.187566 -2.110008 2.578288
C: 0.798978 2.685357 -5.624654
S: 1.429899 1.279639 -4.687697
O: 0.428658 0.965022 -3.636920
C: 2.779290 2.175142 -3.896075
H: -0.084079 2.362922 -6.175249
H: 0.527923 3.493834 -4.944099
H: 1.560698 3.024725 -6.328310
H: 2.382136 3.016026 -3.325445
H: 3.475064 2.531070 -4.657244
H: 3.297005 1.491728 -3.223444
C: -5.869662 -3.929366 -0.833901
S: -4.101347 -3.575212 -0.771628
O: -3.640955 -3.364082 -2.171080
C: -3.594831 -5.233695 -0.281286
H: -6.389306 -3.028882 -1.159794
H: -6.062583 -4.736928 -1.542116
H: -6.219504 -4.209504 0.160904
H: -3.930152 -5.959146 -1.024469
H: -4.020410 -5.469982 0.694937
H: -2.506803 -5.255071 -0.216661
C: 1.722881 3.361442 1.458239
S: 1.027275 3.855139 3.043876
O: -0.459915 3.801429 2.913720
C: 1.512281 5.588056 2.932440
H: 1.500997 2.305368 1.298427
H: 1.275954 3.952194 0.657032
H: 2.804079 3.505980 1.475723
H: 1.079419 6.038163 2.037531
H: 2.600085 5.658802 2.901220
H: 1.141044 6.106980 3.815830
C: -5.316409 6.458694 1.730142
S: -3.544169 6.786968 1.801854
O: -3.070315 6.978431 0.400847
C: -3.065946 5.128493 2.312234
H: -5.821490 7.362987 1.391195
H: -5.515061 5.646988 1.028938
H: -5.677234 6.193831 2.724965
H: -3.407362 4.399676 1.575518
H: -3.501274 4.908903 3.288246
H: -1.979366 5.087357 2.384856

Atoms 1-6, force components in eV/Å:
C 0.1 -0.9 -0.7
C 0.7 -1.1 -1.5
C 0.5 -1.5 -0.3
C 0.3 -1.5 1.7
C -0.6 1.4 1.9
C -0.1 -0.2 -0.3

Output
net charge	-1
Kohn-Sham gap	6.73	eV
spin multiplicity	1
electronic energy	-3350.812155	hartree


Entry 3:
Formula: CH14N3O4
Source: OMol25
Level of theory: ωB97M-V with the def2-TZVPD basis set

Element x y z (Å)
N: 2.285040 1.210301 1.170387
C: 1.471553 0.275605 0.682973
N: 1.817719 -1.000253 0.625228
N: 0.321121 0.665747 0.155127
H: 2.080210 2.187693 1.022872
H: 3.136030 1.009831 1.662909
H: 1.112859 -1.671056 0.252200
H: 2.501003 -1.434519 1.225986
H: -0.237705 0.073293 -0.442128
H: 0.073848 1.653827 0.151895
H: 0.956869 3.965973 -1.105751
H: 0.156841 4.152320 0.233230
O: 0.635016 3.521049 -0.316718
H: -0.609177 -2.626014 -0.521129
H: 0.587849 -3.614797 -0.421272
O: 0.031261 -3.025631 0.101770
H: -1.409946 -1.388220 -2.554065
H: -2.224907 -1.168335 -1.254709
O: -1.320419 -1.270651 -1.602210
H: -4.147400 -1.200645 0.183200
H: -3.767300 0.215082 0.635160
O: -3.450365 -0.530595 0.115043

Atoms 1-6, force components in eV/Å:
N 0.2 0.5 0.5
C 0.3 0.1 -0.4
N -0.5 -0.8 -0.2
N -0.5 0.6 -0.1
H -0.2 -0.1 0.0
H 0.0 -0.3 -0.1

Output
net charge	+1
Kohn-Sham gap	11.58	eV
spin multiplicity	1
electronic energy	-511.573948	hartree


Entry 4:
Formula: C2H13O4S
Source: OMol25
Level of theory: ωB97M-V with the def2-TZVPD basis set

Element x y z (Å)
C: -1.058349 2.340924 0.345021
C: -1.010931 1.550272 1.649302
S: 0.631883 1.133321 2.225146
H: -0.389202 3.200957 0.339806
H: -0.824447 1.742689 -0.521156
H: -2.076423 2.716695 0.250413
H: -1.591840 2.032983 2.441261
H: -1.512360 0.591001 1.505811
H: 1.427205 0.901964 0.134644
H: 2.560210 0.895778 -0.860597
O: 1.617215 0.698084 -0.798721
H: -2.006741 -2.146325 -3.321333
H: -0.729987 -2.345212 -2.494852
O: -1.269430 -2.751323 -3.196520
H: 0.725932 -1.223302 1.762100
H: 1.979005 -2.041103 2.008618
O: 1.082691 -2.114973 1.666143
H: 0.686287 -2.324040 -0.524437
H: 1.086644 -0.994073 -1.237333
O: 0.672638 -1.864315 -1.373315

Atoms 1-6, force components in eV/Å:
C -0.3 0.3 0.3
C -0.1 0.2 0.0
S -0.2 0.2 0.3
H 0.0 0.0 0.2
H 0.1 -0.3 -0.2
H 0.0 0.1 -0.2

Output
net charge	0
Kohn-Sham gap (alpha / beta)	10.50 / 6.97	eV
spin multiplicity	2
electronic energy	-783.097733	hartree


Entry 5:
Formula: H10O5
Source: OMol25
Level of theory: ωB97M-V with the def2-TZVPD basis set

Element x y z (Å)
O: -0.406093 -1.134410 2.090141
H: -0.619363 -1.420430 2.978361
H: 0.542627 -1.243090 2.024311
O: 2.825947 -0.059410 -0.101109
H: 2.630117 -0.761960 -0.721029
H: 2.089927 0.546780 -0.185039
O: -0.926403 0.142510 -0.647559
H: -0.056043 0.525280 -0.537139
H: -0.979113 -0.532860 0.028701
O: 0.965557 1.963540 0.564721
H: 1.641117 2.565690 0.876601
H: 0.143487 2.344330 0.873641
O: -2.780723 -1.332090 -2.384499
H: -2.933443 -0.672080 -3.060739
H: -2.137593 -0.931800 -1.799369

Atoms 1-6, force components in eV/Å:
O -0.4 -0.1 -0.4
H -0.1 0.0 0.3
H 0.6 0.2 -0.1
O 0.6 -0.5 0.0
H 0.0 -0.3 -0.2
H -0.4 0.6 0.3

Output
net charge	-1
Kohn-Sham gap (alpha / beta)	2.95 / 11.30	eV
spin multiplicity	2
electronic energy	-382.167051	hartree


Entry 6:
Formula: CH2S2
Source: OMol25
Level of theory: ωB97M-V with the def2-TZVPD basis set

Element x y z (Å)
C: 0.049512 0.212987 0.189547
S: -0.779836 -1.316104 0.195921
S: -1.366950 0.503030 -0.622434
H: 0.233075 0.751720 1.073558
H: 1.864198 -0.151634 -0.836592

Atomic forces in eV per Å
C 3.8 -1.1 -1.1
S -0.3 -0.5 0.2
S -1.7 0.4 -1.5
H 0.9 0.4 0.9
H -2.6 0.8 1.5

Output
net charge	0
Kohn-Sham gap	7.98	eV
spin multiplicity	1
electronic energy	-835.494244	hartree


Copy entry 4 word for word.
Formula: C2H13O4S
Source: OMol25
Level of theory: ωB97M-V with the def2-TZVPD basis set

Element x y z (Å)
C: -1.058349 2.340924 0.345021
C: -1.010931 1.550272 1.649302
S: 0.631883 1.133321 2.225146
H: -0.389202 3.200957 0.339806
H: -0.824447 1.742689 -0.521156
H: -2.076423 2.716695 0.250413
H: -1.591840 2.032983 2.441261
H: -1.512360 0.591001 1.505811
H: 1.427205 0.901964 0.134644
H: 2.560210 0.895778 -0.860597
O: 1.617215 0.698084 -0.798721
H: -2.006741 -2.146325 -3.321333
H: -0.729987 -2.345212 -2.494852
O: -1.269430 -2.751323 -3.196520
H: 0.725932 -1.223302 1.762100
H: 1.979005 -2.041103 2.008618
O: 1.082691 -2.114973 1.666143
H: 0.686287 -2.324040 -0.524437
H: 1.086644 -0.994073 -1.237333
O: 0.672638 -1.864315 -1.373315

Atoms 1-6, force components in eV/Å:
C -0.3 0.3 0.3
C -0.1 0.2 0.0
S -0.2 0.2 0.3
H 0.0 0.0 0.2
H 0.1 -0.3 -0.2
H 0.0 0.1 -0.2

Output
net charge	0
Kohn-Sham gap (alpha / beta)	10.50 / 6.97	eV
spin multiplicity	2
electronic energy	-783.097733	hartree


Which of these has the lowest electronic energy?
C33H41MnNO2PS3Sb


Which formula does entry 4 have?
C2H13O4S